This record from the OMol25 dataset describes a molecular structure, C20H24BF4N3O3RuS2Se3Te. The level of theory is the ωB97M-V functional and the def2-TZVPD basis.

XYZ file:
```
62
Properties=species:S:1:pos:R:3:forces:R:3:nbo_charge:R:1
Ru 0.52199 -2.37101 1.73309 -0.09 0.36 0.51 0.41
N -0.08353 -4.03319 0.63310 0.07 -0.01 -0.15 -0.76
C 1.13307 -4.72130 0.16537 0.03 -0.02 0.03 -0.35
C 2.25421 -3.71847 -0.12085 -0.01 0.03 -0.01 0.77
O 3.06037 -3.93856 -1.00920 0.02 -0.01 -0.01 -0.66
O 2.25935 -2.67900 0.65280 -0.02 -0.15 0.09 -0.72
H -0.64458 -4.64417 1.22982 -0.04 0.04 -0.02 0.42
H -0.71331 -3.75310 -0.12193 -0.01 -0.05 -0.02 0.43
H 0.95606 -5.34419 -0.71013 -0.03 0.03 -0.01 0.21
H 1.48441 -5.35437 0.98290 0.01 -0.02 -0.02 0.22
Se 0.52560 -3.57661 3.76276 0.19 -0.11 0.12 -0.09
Se -1.67435 -4.40729 3.58746 -0.13 0.06 -0.11 -0.32
Te -2.09111 -2.13515 2.31895 0.30 -0.19 0.16 0.68
Se -3.12709 -2.89222 0.25007 -0.01 0.10 -0.12 -0.75
C 1.30303 2.30384 2.11972 0.03 -0.03 0.06 -0.40
N 0.86178 1.78603 3.40416 -0.12 -0.06 -0.13 -0.33
C 0.04756 2.43923 4.30446 -0.09 0.00 0.01 -0.05
C -0.29259 1.55012 5.25938 -0.01 -0.02 -0.04 -0.06
N 0.32682 0.36570 4.91997 -0.15 0.03 -0.02 -0.51
C 1.00504 0.50390 3.76705 -0.04 -0.23 0.09 0.31
S 1.93590 -0.70424 2.99288 0.01 0.05 -0.45 -0.20
H 0.93201 3.31906 2.01656 -0.02 0.01 -0.04 0.22
H 0.89475 1.67596 1.32986 -0.03 0.02 0.00 0.25
H 2.38923 2.27988 2.06340 -0.10 0.05 0.08 0.21
H -0.26765 3.45416 4.14817 0.01 0.01 0.01 0.24
H -0.93766 1.64759 6.11182 -0.01 -0.01 0.00 0.23
H 0.21613 -0.53243 5.36115 0.04 -0.05 0.01 0.44
O 0.27733 -0.88506 0.20533 -0.13 0.23 0.05 -0.96
S -0.27504 -0.99034 -1.20224 0.12 -0.11 0.16 1.29
C 1.15591 -0.54745 -2.23525 0.03 -0.07 -0.06 -0.65
C 1.91059 0.65119 -1.75409 -0.04 -0.01 0.00 0.04
C 1.78520 1.87769 -2.40079 -0.01 0.01 0.03 -0.24
C 2.46910 2.99202 -1.93647 0.00 -0.01 0.01 -0.22
C 3.28774 2.88316 -0.82045 0.01 -0.01 -0.02 -0.23
C 3.42191 1.65926 -0.17886 0.08 -0.06 -0.12 -0.20
C 2.73702 0.54297 -0.63687 0.07 0.02 -0.02 -0.22
C -1.30059 0.47719 -1.34513 -0.07 -0.05 -0.17 -0.65
C -1.94598 0.53365 -2.70159 0.03 0.00 0.08 -0.05
C -1.76165 1.63439 -3.53076 0.02 -0.01 -0.04 -0.21
C -2.36169 1.68357 -4.78151 0.00 0.00 0.01 -0.21
C -3.14811 0.62661 -5.21541 0.00 0.00 -0.01 -0.22
C -3.34138 -0.47235 -4.38869 -0.01 -0.01 0.00 -0.22
C -2.74797 -0.52029 -3.13654 -0.03 0.02 -0.03 -0.15
H 0.76941 -0.43822 -3.25083 0.02 0.03 0.00 0.24
H 1.77660 -1.44552 -2.18609 -0.02 -0.02 -0.02 0.26
H 1.15203 1.95466 -3.27759 0.01 0.00 0.01 0.21
H 2.36633 3.94112 -2.44770 0.00 0.00 0.01 0.21
H 3.82433 3.75035 -0.45562 0.00 0.01 0.00 0.21
H 4.06216 1.56487 0.68957 0.01 -0.01 -0.02 0.22
H 2.83933 -0.41024 -0.13048 -0.03 0.01 -0.01 0.26
H -0.67856 1.34711 -1.13176 -0.03 0.00 0.07 0.25
H -2.04127 0.35816 -0.54840 0.06 0.02 -0.02 0.32
H -1.15528 2.46357 -3.18555 -0.02 0.00 0.01 0.21
H -2.21702 2.55010 -5.41462 0.00 0.00 0.00 0.21
H -3.61625 0.66252 -6.19109 0.00 0.00 0.00 0.21
H -3.96622 -1.29423 -4.71450 0.00 0.00 -0.01 0.21
H -2.91957 -1.36614 -2.47918 0.01 0.01 0.02 0.23
F -1.55085 0.66573 2.43813 0.02 -0.04 -0.01 -0.59
B -2.55128 1.54568 1.92925 0.23 0.29 -0.07 1.34
F -1.88261 2.63566 1.31908 -0.01 -0.06 0.04 -0.58
F -3.34917 1.99611 2.97635 -0.04 -0.02 0.02 -0.57
F -3.29993 0.85230 0.96756 -0.09 0.01 0.10 -0.57
```
Forces are in eV/Å.

Summary:
HOMO energy (spin up / spin down) = -4.5 / -4.7 eV
orbital gap (spin up / spin down) = 6.847 / 6.407 eV
relative energy (zero: lowest compared OMol25 entry of this formula, charge and spin) = 0.0 kJ/mol
spin multiplicity = 2
total charge = -1

This record from the OMol25 dataset describes a single C3H4OSi molecule. The level of theory is the ωB97M-V functional and the def2-TZVPD basis.

XYZ file:
```
9
Properties=species:S:1:pos:R:3:forces:R:3:nbo_charge:R:1
C 0.39299 -2.53156 0.51915 0.40 -1.34 -0.36 -0.15
C -0.17907 -1.47384 0.39382 -1.20 4.27 -0.68 -0.05
C -0.64189 -0.16900 0.24328 0.35 -3.56 -0.56 -0.51
O 0.79773 0.99106 1.27533 2.41 1.20 1.71 -0.75
Si 0.29770 1.40488 -0.16751 0.16 -1.33 -1.38 1.41
H 0.53607 -3.51241 0.18494 0.40 -0.99 0.22 0.22
H -1.38284 0.14356 0.90129 -1.87 0.26 0.67 0.22
H -0.70583 2.38091 -0.19738 -0.97 1.40 -0.07 -0.21
H 1.00838 1.35245 -1.47427 0.32 0.09 0.45 -0.19
```
Forces are in eV/Å.

Summary:
HOMO energy (spin up / spin down) = -8.1 / -10.1 eV
orbital gap (spin up / spin down) = 8.762 / 7.126 eV
relative energy (zero: lowest compared OMol25 entry of this formula, charge and spin) = 76.7 kJ/mol
spin multiplicity = 3

This record from the OMol25 dataset describes a single C16H20ClNO3S molecule. The level of theory is the ωB97M-V functional and the def2-TZVPD basis.

XYZ file:
```
42
Properties=species:S:1:pos:R:3:forces:R:3:nbo_charge:R:1
C 5.20770 1.09686 -0.89962 -0.37 -0.10 0.19 -0.63
C 4.08415 0.16295 -0.47520 0.26 -0.13 -0.42 -0.08
O 3.19442 0.80855 0.43977 0.16 -0.09 0.32 -0.51
C 2.16909 1.48655 -0.07444 -0.29 0.37 0.35 0.82
O 1.94043 1.58450 -1.25151 0.07 0.00 -0.29 -0.62
C 1.31489 2.07531 1.03653 0.11 0.05 -0.26 -0.32
C 0.29788 3.07437 0.47636 0.02 -0.13 -0.08 -0.41
C -0.91586 2.35693 -0.10097 0.14 0.26 -0.45 -0.23
N -1.57610 1.55987 0.91715 0.18 0.07 0.18 -0.44
C -2.75922 0.93693 0.76247 -0.29 0.22 -0.04 0.68
O -3.28013 0.29490 1.65904 -0.28 -0.22 0.13 -0.64
C -3.46216 1.05970 -0.57622 0.02 -0.30 -0.30 -0.62
S -2.52574 0.35630 -1.98722 -0.11 -0.12 -0.07 0.25
C -1.52375 -0.87666 -1.19370 -0.22 0.24 -0.19 -0.21
C -0.18650 -0.96395 -1.56438 -0.15 0.02 0.04 -0.22
C 0.63908 -1.89181 -0.95881 0.04 -0.16 0.08 -0.23
C 0.12416 -2.72061 0.02664 -0.12 0.17 -0.13 -0.05
Cl 1.16799 -3.85007 0.81802 0.12 -0.13 0.09 0.01
C -1.21382 -2.65505 0.38303 0.10 -0.07 0.05 -0.24
C -2.04372 -1.74209 -0.24094 0.12 -0.08 -0.04 -0.15
C -0.82073 1.30589 2.12880 0.12 -0.36 0.30 -0.23
C 0.60346 0.91148 1.76104 -0.11 0.08 0.18 -0.40
H 5.89937 0.56469 -1.54614 0.10 -0.04 -0.08 0.22
H 4.79982 1.94567 -1.44328 0.01 0.06 -0.06 0.22
H 5.74469 1.46057 -0.02708 0.09 0.02 0.05 0.21
H 3.51413 -0.16339 -1.35090 0.09 -0.04 0.17 0.20
H 4.47235 -0.70279 0.06513 -0.09 0.08 -0.07 0.19
H 1.98779 2.58522 1.73088 -0.02 -0.05 -0.04 0.23
H 0.76247 3.65183 -0.32375 -0.07 0.05 0.05 0.24
H -0.01278 3.76687 1.25924 0.03 0.03 0.01 0.21
H -1.61960 3.09428 -0.50020 0.08 -0.07 -0.05 0.20
H -0.57677 1.72743 -0.92912 -0.08 0.15 0.08 0.22
H -4.41974 0.54339 -0.50168 0.14 0.16 0.15 0.25
H -3.63538 2.10145 -0.84630 -0.01 0.03 0.03 0.24
H 0.20636 -0.29672 -2.31629 0.08 0.11 -0.02 0.24
H 1.67815 -1.96550 -1.23874 0.11 -0.02 -0.01 0.23
H -1.60744 -3.31460 1.13984 0.00 -0.08 0.08 0.23
H -3.08587 -1.70018 0.03139 -0.07 0.02 0.04 0.23
H -0.82586 2.19040 2.77410 -0.02 -0.07 0.05 0.19
H -1.32594 0.49366 2.65604 0.10 0.20 -0.03 0.25
H 0.55646 0.03719 1.10729 -0.02 -0.06 0.05 0.22
H 1.15569 0.62681 2.65532 0.02 -0.06 -0.01 0.23
```
Forces are in eV/Å.

Summary:
HOMO energy = -8.4 eV
orbital gap = 9.089 eV
relative energy (zero: lowest compared OMol25 entry of this formula, charge and spin) = 7.7 kJ/mol
SMILES = CCOC(=O)C1CCN(C(=O)CSc2ccc(Cl)cc2)CC1

This record from the OMol25 dataset describes a gas-phase ion, HI3OP (charge +1). The level of theory is the ωB97M-V functional and the def2-TZVPD basis.

XYZ file:
```
6
Properties=species:S:1:pos:R:3:forces:R:3:nbo_charge:R:1
O -1.30999 0.01948 -0.67797 0.17 5.35 2.93 -1.00
P -0.95915 0.67676 0.77627 -0.22 -1.63 -2.03 1.04
I -0.81873 2.93801 0.18327 0.09 -0.06 0.01 0.12
I 1.93763 -0.10053 0.77443 0.16 -0.93 -0.31 0.13
I 2.43718 -2.72839 -0.01446 -0.39 1.26 0.37 0.17
H -1.28693 -0.80533 -1.04154 0.19 -3.99 -0.97 0.54
```
Forces are in eV/Å.

Summary:
HOMO energy = -13.7 eV
orbital gap = 6.885 eV
relative energy (zero: lowest compared OMol25 entry of this formula, charge and spin) = 148.4 kJ/mol
total charge = +1